1.
C45H44BaN7S2Si | wB97M-V/def2-TZVPD

Output
LUMO (eV): 2.16
Energy relative to the best compared isomer or geometry (same formula, charge and spin) (eV): 0.080
Highest occupied orbital energy (eV): -3.880
Strongest force on any atom (eV/Å): 1.2
Total charge: -1

Each line ends with the Löwdin charge.
Atoms and positions in Å:
Ba1 -0.3797 1.6985 0.3233  1.706
C1 1.4300 4.3514 5.3082  -0.465
S1 -0.1805 3.5626 5.4525  0.774
C2 -0.4918 3.0039 3.7759  -1.152
S2 0.1091 3.8990 2.4472  0.412
N1 -1.2582 1.9416 3.8521  -0.126
N2 -1.6255 1.3706 2.6502  -0.157
C3 -2.3058 0.3035 2.7936  -0.120
C4 -2.7721 -0.5011 1.6446  -0.258
C5 -3.4719 -1.6761 1.8831  -0.027
C6 -3.8940 -2.4456 0.8155  -0.060
C7 -3.6473 -2.0016 -0.4716  -0.052
C8 -2.9656 -0.8059 -0.6250  -0.148
N3 -2.5150 -0.0772 0.3966  0.014
H1 1.6130 4.8460 6.2627  0.019
H2 1.4204 5.0822 4.5033  -0.013
H3 2.2010 3.6058 5.1250  0.032
H4 -2.5379 -0.0522 3.7973  0.120
H5 -3.6617 -1.9817 2.9017  0.110
H6 -4.4122 -3.3808 0.9883  0.108
H7 -3.9671 -2.5638 -1.3388  0.104
H8 -2.7836 -0.3993 -1.6156  0.106
C9 3.9216 2.3183 -1.9329  -0.061
C10 2.8542 1.9975 -1.0715  -0.154
N4 1.6000 2.1943 -1.3966  -0.043
C11 1.2905 2.7341 -2.6132  -0.167
C12 2.2980 3.1252 -3.5228  -0.173
C13 3.6377 2.8810 -3.1415  -0.024
C14 1.9604 3.7487 -4.7492  -0.083
C15 0.6412 3.9874 -5.0159  -0.107
C16 -0.3816 3.5890 -4.1379  -0.042
C17 -0.1196 2.9179 -2.9428  -0.246
N5 -1.0342 2.5337 -2.0125  -0.128
C18 -2.3817 2.4470 -2.2488  -0.274
C19 -2.9779 1.9740 -3.4114  -0.053
C20 -4.3764 1.8478 -3.5321  -0.103
C21 -5.2216 2.2076 -2.5204  -0.074
C22 -4.6716 2.6889 -1.3057  -0.170
C23 -5.4701 3.0852 -0.2062  -0.025
C24 -4.8857 3.5150 0.9470  -0.051
C25 -3.4753 3.5342 1.0254  -0.146
N6 -2.7076 3.1767 0.0295  -0.001
C26 -3.2726 2.7798 -1.1475  -0.181
H9 4.9398 2.1245 -1.6225  0.101
H10 3.0350 1.5517 -0.0976  0.090
H11 4.4321 3.1578 -3.8266  0.111
H12 2.7433 4.0356 -5.4409  0.096
H13 0.3678 4.4986 -5.9327  0.096
H14 -1.4091 3.8215 -4.3852  0.096
H15 -2.3402 1.6753 -4.2341  0.106
H16 -4.7868 1.4571 -4.4567  0.096
H17 -6.2971 2.1232 -2.6252  0.098
H18 -6.5502 3.0415 -0.3007  0.110
H19 -5.4772 3.8244 1.7990  0.100
H20 -2.9676 3.8439 1.9350  0.091
C27 1.5764 0.1037 1.8439  -0.388
Si1 1.8237 -1.6068 1.4477  0.520
C28 2.0626 -1.9386 -0.4222  -0.223
N7 1.3472 -1.0406 -1.3406  -0.203
C29 2.0480 -0.8208 -2.5968  -0.205
C30 2.1573 -2.0955 -3.4568  -0.168
C31 0.9148 -2.9860 -3.2739  -0.196
C32 -0.2958 -2.1318 -2.9123  -0.169
C33 -0.0494 -1.3633 -1.5994  -0.218
C34 3.3651 -2.5290 2.1233  -0.220
C35 3.3074 -3.6102 3.0078  -0.092
C36 4.4604 -4.2114 3.5067  -0.106
C37 5.7103 -3.7430 3.1285  -0.120
C38 5.7979 -2.6670 2.2516  -0.108
C39 4.6408 -2.0745 1.7640  -0.113
C40 0.3992 -2.6800 2.1253  -0.240
C41 -0.1535 -3.7720 1.4464  -0.100
C42 -1.1211 -4.5870 2.0293  -0.107
C43 -1.5530 -4.3345 3.3236  -0.120
C44 -1.0261 -3.2530 4.0205  -0.104
C45 -0.0744 -2.4344 3.4240  -0.103
H21 2.5064 0.6886 1.7763  -0.053
H22 1.2057 0.2228 2.8732  -0.053
H23 1.8724 -3.0072 -0.6250  0.072
H24 3.1329 -1.8040 -0.6181  0.079
H25 3.0386 -0.4146 -2.3910  0.106
H26 1.5029 -0.0470 -3.1483  0.117
H27 3.0542 -2.6564 -3.1851  0.100
H28 2.2673 -1.8058 -4.5066  0.104
H29 1.0926 -3.7083 -2.4733  0.094
H30 0.7191 -3.5651 -4.1790  0.101
H31 -1.1955 -2.7455 -2.8181  0.102
H32 -0.4827 -1.4203 -3.7239  0.111
H33 -0.4356 -1.9270 -0.7455  0.104
H34 -0.6193 -0.4257 -1.6479  0.057
H35 2.3400 -3.9960 3.3142  0.089
H36 4.3815 -5.0474 4.1929  0.092
H37 6.6097 -4.2074 3.5159  0.089
H38 6.7693 -2.2884 1.9543  0.092
H39 4.7331 -1.2248 1.0907  0.094
H40 0.1977 -4.0177 0.4483  0.087
H41 -1.5274 -5.4261 1.4754  0.094
H42 -2.2990 -4.9722 3.7850  0.093
H43 -1.3561 -3.0470 5.0332  0.099
H44 0.3332 -1.5999 3.9865  0.103

=====

2.
C4H5N3O | wB97M-V/def2-TZVPD

Output
LUMO (eV): 0.46
Structure (SMILES): [H]/N=C\Nc1cnco1
Energy relative to the best compared isomer or geometry (same formula, charge and spin) (eV): 2.351
Highest occupied orbital energy (eV): -8.565
Strongest force on any atom (eV/Å): 4.1
Total charge: 0

Each line ends with the Löwdin charge.
Atoms and positions in Å:
C1 2.0995 0.1318 -0.0255  -0.309
C2 -0.3009 0.3567 -0.0023  -0.299
C3 -1.5197 0.9632 -0.0955  -0.059
C4 -1.8489 -1.1142 0.0084  -0.240
H1 1.3615 -1.6516 -0.2077  0.043
H2 2.9514 0.8574 0.1940  0.124
H3 1.0810 1.9292 0.3828  0.226
H4 -1.7932 1.9750 -0.0693  0.095
H5 -2.2568 -2.1365 -0.0154  0.146
N1 2.2637 -1.1423 -0.1040  0.086
N2 0.9430 0.8916 -0.0744  0.046
N3 -2.4720 -0.0399 -0.0782  0.086
O1 -0.5087 -1.0204 0.0872  0.054

=====

3.
C10H14F14InN3O16S7 | wB97M-V/def2-TZVPD

Output
LUMO (eV): -5.36
Energy relative to the best compared isomer or geometry (same formula, charge and spin) (eV): 0.000
Highest occupied orbital energy (eV): -11.130
Strongest force on any atom (eV/Å): 6.0
Total charge: 0

Each line ends with the Löwdin charge.
Atoms and positions in Å:
In1 -31.6083 -2.6348 -13.9383  1.384
C1 -33.3176 -6.0257 -11.7308  -0.675
F1 -32.3190 -6.2315 -10.8988  0.162
F2 -34.2571 -6.9304 -11.5354  0.175
F3 -33.7706 -4.7902 -11.5199  0.121
S1 -32.7617 -6.1524 -13.5249  0.636
O1 -32.6310 -7.5322 -13.8301  -0.223
O2 -33.7477 -5.3795 -14.2224  -0.301
N1 -31.3380 -5.2310 -13.4638  -0.303
S2 -30.0045 -6.0933 -13.0198  0.603
O3 -29.1035 -5.1247 -12.4759  -0.271
O4 -30.2024 -7.3226 -12.3374  -0.219
C2 -29.3389 -6.5302 -14.7387  -0.674
F4 -30.0508 -7.5223 -15.2361  0.166
F5 -29.3716 -5.4690 -15.5347  0.150
F6 -28.0937 -6.9340 -14.5138  0.155
C3 -29.7336 -3.0352 -9.5498  -0.669
F7 -28.4397 -3.1336 -9.7371  0.199
F8 -30.3380 -4.2051 -9.6697  0.159
F9 -30.0450 -2.5729 -8.3608  0.187
S3 -30.4291 -1.9077 -10.9323  0.688
O5 -30.1362 -0.5466 -10.6276  -0.249
O6 -29.7975 -2.3920 -12.1675  -0.371
N2 -32.0640 -2.1847 -11.2437  -0.288
S4 -32.8396 -1.9629 -9.8589  0.578
O7 -32.9796 -3.1645 -9.0908  -0.255
O8 -32.3390 -0.8760 -9.0655  -0.264
C4 -34.5792 -1.4820 -10.4049  -0.638
F10 -35.3614 -2.5315 -10.1197  0.120
F11 -35.0638 -0.4348 -9.7798  0.183
F12 -34.7004 -1.3266 -11.7312  0.113
N3 -31.6679 -2.0543 -16.6026  -0.311
S5 -32.5973 -2.5682 -17.7401  0.453
O9 -31.9836 -3.4539 -18.6651  -0.232
O10 -33.6092 -1.6513 -18.1385  -0.232
F13 -33.4140 -3.6287 -16.8150  -0.215
S6 -30.5316 -1.1716 -17.4803  0.541
O11 -30.5837 -1.0932 -18.8912  -0.208
O12 -29.2379 -1.2325 -16.9007  -0.244
F14 -31.1811 0.2187 -17.0399  -0.183
C5 -37.6307 -4.3477 -13.6198  -0.189
C6 -37.8194 -4.1045 -15.1217  -0.210
C7 -36.4243 -3.7634 -15.6532  -0.213
S7 -35.7976 -2.5672 -14.4922  0.696
O13 -36.4248 -1.2898 -14.7150  -0.283
O14 -34.3553 -2.6010 -14.3475  -0.391
C8 -36.6346 -3.3095 -13.0810  -0.209
H1 -37.1354 -5.3200 -13.5923  0.117
H2 -38.6063 -4.3523 -13.1427  0.120
H3 -38.5727 -3.3223 -15.2262  0.120
H4 -38.1899 -4.9972 -15.6229  0.121
H5 -36.4240 -3.4096 -16.6824  0.120
H6 -35.7740 -4.6397 -15.6015  0.100
H7 -37.0492 -2.5071 -12.4716  0.107
H8 -35.9439 -3.7844 -12.3843  0.083
C9 -32.2867 0.9999 -14.1295  -0.191
C10 -31.2014 0.7687 -13.1256  -0.160
O15 -30.4862 -0.4488 -13.4795  -0.143
O16 -32.9760 -0.2273 -14.0582  -0.103
H9 -32.0485 1.2704 -15.1589  0.120
H10 -32.9516 1.8015 -13.7879  0.142
H11 -31.6826 0.6046 -12.1569  0.115
H12 -30.4942 1.5476 -12.8421  0.150
H13 -29.5872 -0.1424 -13.6404  0.129
H14 -33.6183 -0.2505 -14.7818  0.104

=====

4.
C48H67N5O21 | wB97M-V/def2-TZVPD

Output
LUMO (alpha / beta) (eV): 1.98 / 1.98
Highest occupied orbital energy (alpha / beta) (eV): 0.108 / -6.132
⟨S²⟩: 0.750
Strongest force on any atom (eV/Å): 8.3
2S+1: 2
Total charge: -1

Each line ends with the Mulliken spin population.
Atoms and positions in Å:
C1 -4.4636 6.4374 1.2529  0.000
C2 -2.9689 6.6329 1.8037  0.000
C3 -2.4357 5.4121 2.5614  0.000
O1 -1.3238 5.1777 1.8367  0.000
C4 -1.1072 6.0142 0.8270  -0.001
O2 -0.0980 5.9464 0.1531  0.000
O3 -2.1607 6.8322 0.7071  0.000
H1 -4.4473 5.8836 0.3143  0.000
H2 -4.8359 7.4399 1.0421  0.000
H3 -5.1289 6.0551 2.0270  0.000
H4 -3.0220 7.5515 2.3880  0.000
H5 -3.0313 4.4992 2.5637  0.000
H6 -2.2570 5.6822 3.6022  0.000
C5 5.1314 -1.4466 -0.5594  0.044
C6 5.8012 -2.7497 -0.1973  0.053
C7 5.0702 -4.0228 -0.1511  0.021
O4 5.7617 -4.8061 -1.0392  -0.482
C8 6.7537 -4.1626 -1.5117  0.124
O5 7.4862 -4.5940 -2.4747  0.005
O6 6.8965 -3.0205 -0.9251  -0.061
H7 4.3128 -1.1684 0.1043  -0.030
H8 4.8849 -1.5589 -1.6152  0.017
H9 5.8451 -0.6258 -0.4897  -0.007
H10 6.0505 -2.6011 0.8534  -0.021
H11 4.0524 -3.9678 -0.5374  0.061
H12 4.9470 -4.4823 0.8297  0.419
C9 2.2055 4.5438 -3.7143  0.000
C10 0.7342 4.2590 -3.9157  0.000
C11 -0.1269 5.2322 -3.1354  0.000
O7 -1.2201 5.3607 -4.0076  0.000
C12 -0.7792 5.0927 -5.3053  0.001
O8 -1.5312 5.4101 -6.2531  0.000
O9 0.3270 4.3190 -5.2864  0.000
H13 2.5743 4.6481 -2.6939  0.000
H14 2.7315 5.3221 -4.2672  0.000
H15 2.5348 3.6015 -4.1521  0.000
H16 0.5520 3.2105 -3.6798  -0.001
H17 0.4591 6.1366 -2.9721  0.000
H18 -0.3134 4.7664 -2.1678  0.000
C13 2.1140 -6.9879 -3.6244  0.956
C14 2.9897 -5.7700 -3.8833  -0.053
C15 2.5363 -4.9356 -5.0475  0.195
O10 2.4294 -3.6417 -4.5210  -0.001
C16 2.6800 -3.6177 -3.2171  0.323
O11 2.4587 -2.5688 -2.5134  -0.196
O12 2.9132 -4.8292 -2.8269  -0.268
H19 1.0572 -6.7453 -3.5133  -0.112
H20 2.5359 -7.5146 -2.7684  -0.168
H21 2.1161 -7.6790 -4.4673  -0.057
H22 4.0203 -6.1236 -3.9140  -0.052
H23 1.5899 -5.1268 -5.5534  0.023
H24 3.2935 -4.8995 -5.8308  -0.060
C17 -5.7420 0.9137 -0.8314  -0.008
C18 -5.4659 0.1152 0.4902  0.026
C19 -4.0353 -0.1158 0.6789  -0.034
O13 -3.7460 0.7209 1.7441  0.023
C20 -4.7948 1.5473 2.0899  0.001
O14 -4.7107 2.5732 2.8220  0.001
O15 -5.8787 0.9528 1.5301  -0.007
H25 -5.0827 0.6987 -1.6723  0.002
H26 -5.6971 2.0027 -0.8160  0.002
H27 -6.7503 0.6428 -1.1446  0.001
H28 -6.0441 -0.7999 0.6182  0.006
H29 -3.4845 0.1189 -0.2319  -0.007
H30 -3.8664 -1.1215 1.0640  -0.002
C21 1.3111 -6.5278 3.2786  0.722
C22 2.0315 -5.6215 2.2042  0.392
C23 1.5128 -5.8357 0.7737  2.157
O16 1.7708 -4.6088 0.2055  -1.358
C24 1.6394 -3.6968 1.0939  -2.866
O17 1.3525 -2.5736 0.7887  0.177
O18 1.7868 -4.1740 2.3247  0.437
H31 1.8454 -7.4747 3.1995  -0.371
H32 0.3145 -6.8972 3.0369  -0.271
H33 1.4611 -6.0858 4.2636  0.152
H34 3.0950 -5.8429 2.2936  -0.659
H35 0.4678 -6.0994 0.9368  0.142
H36 1.9317 -6.7206 0.2948  1.252
C25 1.4692 -1.4563 5.7136  0.112
C26 1.3296 -0.0991 5.0305  -0.034
C27 0.9686 -0.2191 3.5619  -0.041
O19 -0.3355 0.4169 3.5378  0.001
C28 -0.6494 0.9672 4.7451  -0.018
O20 -1.7017 1.6088 4.9661  -0.005
O21 0.2369 0.5004 5.6168  -0.005
H37 0.6500 -2.1199 5.4368  -0.022
H38 1.1864 -1.3454 6.7605  -0.004
H39 2.4252 -1.9518 5.5445  -0.017
H40 2.1196 0.5780 5.3554  -0.005
H41 0.8670 -1.2830 3.3477  0.027
H42 1.7438 0.1539 2.8926  0.023
N1 -4.0572 4.1238 -1.5820  -0.001
C29 -2.9378 3.4410 -1.2569  0.005
C30 -2.6684 2.6007 -2.2668  -0.003
C31 -3.6422 2.8902 -3.2671  -0.001
C32 -4.5770 3.7980 -2.7528  0.000
H43 -4.4688 4.8914 -1.0706  0.000
H44 -2.3005 3.6323 -0.4062  -0.002
H45 -1.7865 1.9891 -2.3874  0.004
H46 -3.6551 2.3352 -4.1935  0.000
H47 -5.4333 4.2569 -3.2245  0.000
N2 -2.8161 -4.5165 2.5237  -0.508
C33 -3.1890 -3.6609 3.5080  0.170
C34 -2.5856 -2.4119 3.1965  0.022
C35 -1.6164 -2.6728 2.1937  -0.480
C36 -1.7754 -3.9842 1.7774  1.323
H48 -3.2537 -5.4243 2.4570  -0.145
H49 -3.7970 -3.8873 4.3714  0.065
H50 -2.5051 -1.4912 3.7552  0.022
H51 -0.9502 -1.9406 1.7621  0.066
H52 -1.4451 -4.5263 0.9037  -0.209
N3 0.4122 0.0240 -0.4968  0.061
C37 1.5522 0.5695 -1.0692  -0.013
C38 1.4500 1.9629 -0.8932  -0.007
C39 0.4233 2.1828 0.0105  0.011
C40 -0.2710 1.0373 0.2242  -0.001
H53 0.1641 -0.9421 -0.3380  0.001
H54 2.3728 0.0425 -1.5332  0.010
H55 2.2333 2.5719 -1.3199  -0.003
H56 0.1807 3.1442 0.4388  0.001
H57 -1.0855 0.7420 0.8691  0.005
N4 2.3875 3.6628 4.4678  0.001
C41 1.9942 3.3096 3.2243  0.003
C42 2.9156 2.5499 2.5941  -0.007
C43 3.9712 2.3752 3.4470  0.014
C44 3.6986 3.0934 4.6448  -0.002
H58 1.8929 4.2337 5.1383  0.000
H59 1.0523 3.5980 2.7817  -0.001
H60 2.8107 2.1172 1.6101  0.004
H61 4.7970 1.6963 3.2936  -0.006
H62 4.2864 3.1889 5.5458  -0.001
N5 -1.3030 0.1164 -4.7663  0.005
C45 -0.9321 -0.4699 -3.6024  -0.024
C46 -2.0385 -1.1015 -3.0527  0.010
C47 -3.0940 -0.7935 -3.8822  -0.002
C48 -2.6168 -0.0314 -4.9496  0.009
H63 -0.6908 0.7634 -5.2425  0.002
H64 0.0968 -0.4911 -3.2748  -0.014
H65 -2.1294 -1.6733 -2.1410  0.033
H66 -4.1192 -1.0491 -3.6586  -0.009
H67 -3.0776 0.4656 -5.7906  -0.001

=====

- Number 4 is which compound?
  C48H67N5O21